# 1
{
  "formula": "C7H8O3",
  "method": "ωB97M-V/def2-TZVPD",
  "spin_multiplicity": 1,
  "relative_energy_ev": 3.789,
  "lumo_ev": 0.617,
  "homo_energy_ha": -0.357,
  "elements": ["C", "H", "H", "H", "O", "H", "H", "C", "O", "C", "H", "C", "C", "H", "H", "O", "C", "C"],
  "xyz": [[0.04412, -1.01874, -0.22742], [-0.95174, 2.25334, 0.44280], [0.90126, -2.78043, 0.56981], [-2.00004, 0.91018, -0.34809], [3.92046, 0.30452, 1.04327], [1.65119, 2.03925, 0.31032], [-0.01809, -1.31968, -1.31433], [1.16466, -1.65259, 0.61326], [2.44672, -1.41174, 0.05506], [2.73200, -0.12985, 0.03827], [-0.75834, 1.84391, -1.35367], [-0.98155, 1.42635, -0.30057], [4.03720, 0.42490, -0.32636], [-0.85151, -1.41033, 0.08232], [1.10450, -1.14043, 1.54662], [4.79621, 0.81487, -1.13858], [1.29162, 0.99357, 0.10342], [0.10387, 0.50097, -0.12884]]
}

# 2
{
  "formula": "C3H5NS",
  "method": "ωB97M-V/def2-TZVPD",
  "spin_multiplicity": 1,
  "relative_energy_ev": 2.498,
  "lumo_ev": -0.166,
  "homo_energy_ha": -0.327,
  "elements": ["S", "C", "C", "H", "H", "H", "C", "N", "H", "H"],
  "xyz": [[2.69644, -0.36252, -0.15974], [1.52541, 0.72052, -0.06952], [-0.54065, -0.91993, -0.02414], [-1.96817, 0.44998, 0.79875], [-0.72796, -1.68593, 0.70906], [-1.35583, 0.85136, -0.82981], [-1.17700, 0.38874, 0.05208], [0.14116, 0.14594, 0.55053], [-0.03855, -1.39187, -0.83660], [1.44515, 1.80371, -0.19060]]
}

# 3
{
  "formula": "Br2H2O2P",
  "method": "ωB97M-V/def2-TZVPD",
  "total_charge": 1,
  "spin_multiplicity": 1,
  "relative_energy_ev": 2.755,
  "lumo_ev": [-8.864, -7.994],
  "homo_energy_ha": [-0.574, -0.556],
  "elements": ["H", "O", "Br", "P", "O", "H", "Br"],
  "xyz": [[0.62181, 1.59327, -1.08560], [-0.27123, 1.25606, -0.92311], [-0.03522, -1.83373, -1.58435], [-0.29239, -0.08796, -0.18426], [1.08724, -0.09192, 0.57258], [1.42979, -0.80051, 1.08854], [-2.54001, -0.03521, 2.11620]]
}

# 4
{
  "formula": "C4H7NO2",
  "method": "ωB97M-V/def2-TZVPD",
  "spin_multiplicity": 1,
  "relative_energy_ev": 2.805,
  "lumo_ev": 1.054,
  "homo_energy_ha": -0.306,
  "elements": ["C", "H", "H", "O", "C", "O", "H", "N", "H", "H", "C", "H", "H", "C"],
  "xyz": [[0.58342, 0.81014, -0.70615], [2.54402, 1.70020, -1.23393], [-1.91187, -1.97635, -0.52681], [1.61720, -0.12478, -0.62780], [1.94177, 1.25608, -0.44410], [-0.31057, 0.82885, 0.36764], [0.11782, 0.90435, -1.68579], [-1.02767, -0.81634, 1.76736], [2.19555, 1.53201, 0.57682], [-1.30407, -1.78419, 1.85816], [-0.99526, -0.36520, 0.46135], [-0.21879, -0.57386, 2.32133], [-1.67661, -0.43258, -1.53302], [-1.55494, -0.95832, -0.59506]]
}

# 5
{
  "formula": "C3H13N4S",
  "method": "ωB97M-V/def2-TZVPD",
  "total_charge": 1,
  "spin_multiplicity": 1,
  "relative_energy_ev": 2.531,
  "lumo_ev": -4.181,
  "homo_energy_ha": -0.468,
  "elements": ["N", "N", "H", "C", "H", "H", "H", "H", "H", "N", "H", "H", "H", "H", "H", "H", "C", "C", "N", "H", "S"],
  "xyz": [[1.53115, 0.35982, -2.03408], [0.43885, -0.96818, 1.20490], [-0.16224, 1.77377, 0.55239], [0.63789, -0.05146, 0.27442], [-2.33002, 0.15123, 2.67611], [-3.66750, 0.97542, 0.29457], [1.01507, 0.56176, -2.93146], [1.25169, -2.32889, -0.76324], [1.43040, 1.50555, 1.55594], [0.53744, -1.86712, -1.26616], [2.37978, -0.21761, -2.34396], [-0.41328, -0.18792, -1.69397], [0.18276, -1.81964, 0.65355], [0.57659, -2.29642, -2.20946], [1.39966, 1.85348, -0.09196], [0.36895, -0.64253, 2.16160], [0.84256, 1.36173, 0.62086], [0.57752, -0.39482, -1.19131], [-1.88502, 0.63987, 1.90620], [-2.07017, 1.61312, 2.16657], [-2.64208, -0.02117, 0.45848]]
}

The following maximum force values (in eV/Å) correspond, in order, to the records above: 5.69 5.77 2.10 0.35 4.28.